P:
DFT (the ωB97M-V functional and the def2-TZVPD basis) results for one molecule with the formula C3H5F2NO.

```
12
Properties=species:S:1:pos:R:3:mulliken_charge:R:1
C -0.24 0.59 -0.56 -0.623
C -1.29 0.01 0.37 -0.441
C 0.92 -0.43 -0.48 0.164
N 1.11 -0.88 0.89 -0.046
O -0.63 -0.20 1.52 -0.416
F 0.67 -1.49 -1.32 -0.257
F 1.89 0.03 1.52 -0.107
H -0.44 0.88 -1.69 0.305
H 0.03 1.49 -0.20 0.345
H -2.07 0.66 0.57 0.420
H -1.85 -0.77 -0.06 0.317
H 1.89 0.11 -0.57 0.340
```

## Properties
Spin multiplicity   1
Orbital gap (spin up / spin down)   9.7 / 9.3 eV
LUMO energy (spin up / spin down)   -0.83 / -0.95 eV

Q:
DFT (the ωB97M-V functional and the def2-TZVPD basis) results for a 2-piece molecular cluster, C3H5F2NO overall.

```
12
Properties=species:S:1:pos:R:3:mulliken_charge:R:1
C -1.97 0.06 -0.31 0.305
C 1.76 1.04 0.01 -0.905
C 0.97 -0.20 -0.36 0.503
N -2.10 -1.01 0.32 -0.251
O -2.63 0.94 -0.74 -0.419
F 1.50 -0.92 -1.37 -0.248
F 0.69 -1.07 0.70 -0.277
H 1.95 1.69 -0.88 0.310
H 2.88 0.81 0.35 0.277
H 1.23 1.62 0.84 0.255
H -1.39 -1.61 0.71 0.256
H -2.89 -1.33 0.74 0.194
```

## Properties
Spin multiplicity   1
Orbital gap (spin up / spin down)   9.0 / 7.8 eV
LUMO energy (spin up / spin down)   0.37 / 0.27 eV

R:
DFT (the ωB97M-V functional and the def2-TZVPD basis) results for C3H5F2NO as an isolated structure.

```
12
Properties=species:S:1:pos:R:3:mulliken_charge:R:1
C 0.07 -0.94 -0.04 -0.666
C 1.12 0.23 -0.25 -0.413
C -1.29 -0.33 -0.08 0.760
N 0.45 1.44 0.16 -0.132
O -0.80 1.49 -0.31 -0.430
F -2.28 -0.57 -1.09 -0.279
F -1.94 -0.38 1.01 -0.230
H 0.25 -1.77 -0.73 0.326
H 0.22 -1.27 0.99 0.279
H 2.03 0.09 0.47 0.266
H 1.57 0.21 -1.34 0.247
H 0.59 1.81 1.20 0.274
```

## Properties
Spin multiplicity   1
Orbital gap   9.1 eV
LUMO energy   0.75 eV

The computed energies, referenced to the most stable structure and given in kcal/mol, are P 54.7; Q 0.0; R 3.8.

P:
DFT (the ωB97M-V functional and the def2-TZVPD basis) results for one molecule with the formula C4H5IN2O.

```
13
Properties=species:S:1:pos:R:3:mulliken_charge:R:1
C 1.79 0.51 -0.64 -0.963
C 0.33 0.69 -0.65 0.611
N -0.15 -0.04 -1.55 -0.364
N -1.70 -0.20 -1.83 -0.530
O -0.48 1.43 0.29 -0.371
C -1.74 1.55 -0.21 0.524
C -2.85 1.79 -0.62 -0.456
I -4.10 1.83 -2.22 0.175
H 2.26 1.32 -1.30 0.219
H 2.00 0.85 0.36 0.335
H 2.09 -0.53 -0.93 0.282
H -1.64 0.30 -2.76 0.288
H -1.67 -1.11 -2.12 0.249
```

## Properties
Spin multiplicity   1
Orbital gap   8.7 eV
LUMO energy   0.16 eV
Structure (SMILES)   C/C(=N/N)OC#CI

Q:
DFT (the ωB97M-V functional and the def2-TZVPD basis) results for a 2-piece molecular cluster, C4H5IN2O overall.

```
13
Properties=species:S:1:pos:R:3:mulliken_charge:R:1
C -1.28 0.53 -0.10 -0.461
C -0.41 0.73 -2.07 0.102
C 0.02 0.48 0.02 0.842
C 0.69 0.27 1.26 -0.656
N 0.63 0.54 -1.31 -0.583
N 1.35 -1.61 1.23 -0.633
O -1.54 0.78 -1.43 -0.320
I -0.14 -2.96 1.05 0.095
H -2.01 0.65 0.70 0.336
H -0.54 0.86 -3.13 0.374
H 1.67 0.69 1.33 0.349
H -0.09 0.41 2.14 0.213
H 1.65 -1.37 0.30 0.341
```

## Properties
Spin multiplicity   1
Orbital gap   8.7 eV
LUMO energy   0.01 eV

The computed energies, referenced to the most stable structure and given in kcal/mol, are P 65.7; Q 0.0.

P:
DFT (the ωB97M-V functional and the def2-TZVPD basis) results for C2H5OPS as an isolated structure.

```
10
Properties=species:S:1:pos:R:3:mulliken_charge:R:1
C -0.55 0.84 -1.46 -0.756
C 0.29 0.07 0.90 -0.077
O 0.37 -0.98 1.77 -0.482
P 1.17 -0.73 -0.66 0.059
S -1.34 0.41 0.15 -0.095
H 0.14 1.76 -1.63 0.296
H -1.07 0.37 -2.30 0.362
H 0.75 1.05 1.30 0.358
H -0.02 -1.11 2.63 0.296
H 0.25 -1.67 -0.69 0.039
```

## Properties
Spin multiplicity   1
Orbital gap   7.8 eV
LUMO energy   -0.16 eV

Q:
DFT (the ωB97M-V functional and the def2-TZVPD basis) results for a 2-piece molecular cluster, C2H5OPS overall.

```
10
Properties=species:S:1:pos:R:3:mulliken_charge:R:1
C 0.70 0.85 0.75 0.153
C -0.33 -1.53 1.54 -0.747
O 0.87 2.01 0.79 -0.290
P -0.36 1.50 -2.35 -0.085
S -0.55 -0.27 0.22 -0.011
H 0.68 -1.16 1.89 0.278
H -0.23 -2.59 1.27 0.302
H -1.23 -1.52 2.12 0.284
H 0.42 2.34 -3.13 0.056
H 0.04 0.36 -3.11 0.060
```

## Properties
Spin multiplicity   1
Orbital gap (spin up / spin down)   8.3 / 6.6 eV
LUMO energy (spin up / spin down)   -0.51 / -1.28 eV

The computed energies, referenced to the most stable structure and given in kcal/mol, are P 0.0; Q 10.1.

P:
DFT (the ωB97M-V functional and the def2-TZVPD basis) results for one molecule with the formula C2H5OPS.

```
10
Properties=species:S:1:pos:R:3:mulliken_charge:R:1
C 1.14 -0.37 -0.41 -0.916
P -0.36 -1.35 0.03 0.037
C -1.72 -0.22 -0.15 -0.169
S -3.13 -0.30 0.58 0.223
O -3.91 1.04 -0.01 -0.509
H 1.46 0.15 0.39 0.351
H 1.02 0.42 -1.26 0.258
H 1.87 -1.04 -0.66 0.351
H -0.35 -1.52 1.38 0.013
H -3.44 1.64 -0.68 0.361
```

## Properties
Spin multiplicity   1
Orbital gap   8.6 eV
LUMO energy   0.02 eV
Structure (SMILES)   C[PH]#CSO

Q:
DFT (the ωB97M-V functional and the def2-TZVPD basis) results for one molecule with the formula C2H5OPS.

```
10
Properties=species:S:1:pos:R:3:mulliken_charge:R:1
C -1.71 -0.59 0.98 -0.252
C 0.57 0.12 -0.36 -0.953
O -3.16 -2.68 1.20 -0.499
P -1.05 0.87 0.20 0.023
S -2.58 -1.78 0.22 0.378
H -1.78 -0.56 2.08 0.345
H 1.04 0.57 -1.26 0.352
H 0.59 -0.86 -0.75 0.329
H 1.41 0.20 0.43 0.274
H -1.65 0.82 -1.09 0.002
```

## Properties
Spin multiplicity   1
Orbital gap   8.6 eV
LUMO energy   -0.69 eV

The computed energies, referenced to the most stable structure and given in kcal/mol, are P 27.8; Q 0.0.